1.
Formula: C48H135N9O21
Source: the Open Molecules 2025 dataset
Level of theory: wB97M-V/def2-TZVPD

HOMO level	-8.948	eV
total energy	-3982.35750	a.u.
energy above the lowest of the compared OMol25 structures with the same formula, charge and spin	0.00	kJ/mol
orbital gap	9.24	eV
E_LUMO	0.3	eV

Positions of all 213 atoms, in Å:
C (-1.322, -4.512, 3.051)
C (-2.745, -4.043, 2.842)
C (-3.117, -3.027, 3.922)
O (-4.451, -2.716, 3.722)
C (-4.750, -1.425, 4.250)
N (-2.889, -3.584, 1.434)
H (-0.557, -3.724, 2.911)
H (-1.135, -5.286, 2.346)
H (-1.183, -4.919, 4.106)
H (-3.401, -4.874, 3.038)
H (-2.540, -2.018, 3.702)
H (-2.899, -3.416, 4.914)
H (-5.850, -1.341, 4.362)
H (-4.475, -0.629, 3.580)
H (-4.238, -1.278, 5.210)
H (-3.889, -3.393, 1.309)
H (-2.359, -2.727, 1.342)
C (4.396, -1.234, -1.479)
C (4.386, -1.031, -2.947)
C (3.868, -2.264, -3.683)
O (4.780, -3.363, -3.400)
C (5.006, -4.260, -4.476)
N (3.683, 0.163, -3.380)
H (4.633, -0.281, -1.018)
H (5.207, -1.878, -1.127)
H (3.412, -1.454, -1.170)
H (5.446, -0.947, -3.242)
H (3.894, -2.014, -4.728)
H (2.883, -2.508, -3.352)
H (5.619, -3.689, -5.175)
H (4.099, -4.603, -5.030)
H (5.611, -5.115, -4.108)
H (2.675, 0.020, -3.171)
H (3.821, 0.276, -4.389)
C (0.447, -6.146, -1.993)
C (-0.457, -5.234, -1.071)
C (-0.338, -3.817, -1.601)
O (-0.370, -3.680, -3.043)
C (-0.140, -2.389, -3.462)
N (-1.889, -5.745, -1.030)
H (0.121, -6.193, -3.044)
H (0.577, -7.133, -1.490)
H (1.436, -5.646, -1.963)
H (-0.076, -5.212, -0.072)
H (0.614, -3.427, -1.146)
H (-1.123, -3.173, -1.181)
H (0.750, -1.954, -2.988)
H (-1.003, -1.723, -3.305)
H (0.122, -2.467, -4.498)
H (-2.414, -5.022, -0.534)
H (-2.312, -5.761, -1.967)
C (0.995, 5.202, 2.120)
C (2.031, 4.656, 3.128)
C (3.070, 3.824, 2.387)
O (2.604, 2.535, 2.150)
C (3.410, 1.554, 1.481)
N (2.654, 5.793, 3.764)
H (0.514, 4.532, 1.373)
H (1.440, 6.045, 1.618)
H (0.204, 5.670, 2.711)
H (1.500, 4.057, 3.866)
H (3.987, 3.820, 2.961)
H (3.340, 4.391, 1.502)
H (4.466, 1.569, 1.875)
H (3.355, 1.594, 0.369)
H (2.980, 0.564, 1.636)
H (1.979, 6.429, 4.157)
H (3.314, 5.468, 4.450)
C (4.053, -4.389, 4.177)
C (4.334, -4.140, 2.674)
C (4.034, -2.664, 2.160)
O (2.664, -2.302, 2.408)
C (1.815, -2.594, 1.352)
N (5.786, -4.409, 2.424)
H (4.112, -5.483, 4.486)
H (3.079, -4.072, 4.505)
H (4.720, -3.823, 4.773)
H (3.735, -4.834, 2.116)
H (4.206, -2.667, 1.053)
H (4.640, -1.879, 2.664)
H (0.838, -2.197, 1.573)
H (1.601, -3.697, 1.150)
H (2.197, -2.230, 0.360)
H (6.054, -4.130, 1.483)
H (6.280, -3.873, 3.088)
C (-6.910, -4.661, 0.147)
C (-6.741, -4.006, 1.540)
C (-6.908, -2.531, 1.524)
O (-5.856, -1.878, 0.769)
C (-6.161, -0.467, 0.829)
N (-7.700, -4.594, 2.556)
H (-6.182, -4.395, -0.629)
H (-7.918, -4.387, -0.137)
H (-6.977, -5.782, 0.337)
H (-5.724, -4.227, 1.893)
H (-6.858, -2.119, 2.551)
H (-7.862, -2.130, 1.090)
H (-6.303, -0.094, 1.864)
H (-7.028, -0.186, 0.242)
H (-5.301, 0.065, 0.425)
H (-7.358, -4.371, 3.477)
H (-7.724, -5.615, 2.422)
C (-5.633, 5.012, -2.434)
C (-4.797, 3.950, -1.712)
C (-4.878, 2.511, -2.298)
O (-6.275, 2.194, -2.297)
C (-6.742, 1.130, -3.025)
N (-3.328, 4.287, -1.666)
H (-6.729, 4.727, -2.428)
H (-5.368, 5.070, -3.527)
H (-5.474, 5.957, -1.937)
H (-5.179, 3.798, -0.734)
H (-4.267, 1.738, -1.724)
H (-4.543, 2.442, -3.404)
H (-6.650, 0.143, -2.544)
H (-6.024, 0.967, -3.850)
H (-7.774, 1.361, -3.372)
H (-2.903, 3.953, -0.767)
H (-3.198, 5.295, -1.684)
C (3.353, 2.925, -5.654)
C (4.851, 2.600, -5.609)
C (5.319, 1.731, -6.760)
O (4.903, 0.391, -6.376)
C (5.112, -0.571, -7.430)
N (5.598, 3.877, -5.612)
H (3.049, 3.296, -4.665)
H (2.652, 2.055, -5.829)
H (3.119, 3.716, -6.321)
H (5.085, 2.027, -4.701)
H (6.448, 1.837, -6.882)
H (4.902, 1.964, -7.780)
H (6.119, -0.939, -7.431)
H (4.912, -0.225, -8.453)
H (4.383, -1.305, -7.232)
H (5.180, 4.508, -4.976)
H (6.612, 3.743, -5.380)
C (6.490, 2.444, 4.509)
C (6.438, 2.462, 6.029)
C (5.055, 2.328, 6.609)
O (4.160, 3.254, 6.032)
C (2.854, 2.986, 6.479)
N (7.273, 1.486, 6.644)
H (6.035, 1.511, 4.115)
H (7.478, 2.519, 4.151)
H (5.936, 3.312, 4.119)
H (6.874, 3.461, 6.300)
H (5.105, 2.347, 7.709)
H (4.618, 1.321, 6.446)
H (2.751, 3.048, 7.525)
H (2.548, 2.000, 6.162)
H (2.155, 3.718, 6.133)
H (7.005, 0.547, 6.407)
H (7.527, 1.609, 7.621)
C (-0.065, 0.925, 4.348)
C (0.962, -0.159, 4.076)
O (0.691, -1.162, 5.032)
O (-1.397, 0.361, 4.225)
H (-0.075, 1.713, 3.578)
H (0.076, 1.348, 5.344)
H (2.000, 0.119, 4.073)
H (0.761, -0.583, 3.095)
H (1.066, -2.003, 4.746)
H (-1.329, -0.480, 4.689)
C (0.616, 5.292, -2.305)
C (-0.218, 6.625, -2.300)
O (-1.608, 6.555, -2.538)
O (0.390, 4.515, -3.489)
H (0.324, 4.670, -1.473)
H (1.688, 5.582, -2.204)
H (0.194, 7.255, -3.113)
H (-0.129, 7.205, -1.325)
H (-1.695, 6.119, -3.434)
H (-0.287, 3.875, -3.268)
C (-0.654, 0.925, -4.605)
C (-1.850, 1.405, -3.883)
O (-1.647, 2.725, -3.387)
O (0.542, 1.074, -3.799)
H (-0.447, 1.372, -5.552)
H (-0.701, -0.139, -4.868)
H (-2.152, 0.726, -3.059)
H (-2.665, 1.458, -4.573)
H (-2.327, 3.010, -2.733)
H (1.019, 1.828, -4.078)
C (-2.817, 3.167, 2.208)
C (-3.707, 1.944, 2.385)
O (-3.026, 0.660, 2.305)
O (-2.288, 3.250, 0.909)
H (-1.971, 3.124, 2.941)
H (-3.517, 4.009, 2.462)
H (-4.543, 1.901, 1.683)
H (-4.150, 1.948, 3.431)
H (-2.514, 0.605, 3.134)
H (-1.427, 2.756, 1.011)
C (-3.597, -2.233, -2.875)
C (-4.895, -2.931, -2.663)
O (-5.878, -2.128, -2.077)
O (-3.735, -1.127, -3.788)
H (-2.960, -2.982, -3.366)
H (-3.143, -1.936, -1.950)
H (-4.801, -3.887, -2.170)
H (-5.266, -3.116, -3.593)
H (-5.767, -2.105, -1.132)
H (-4.267, -0.388, -3.449)
C (-1.076, 0.208, -0.568)
C (0.270, 0.725, -0.070)
O (-0.001, 1.602, 1.060)
O (-1.728, -0.653, 0.324)
H (-0.886, -0.299, -1.572)
H (-1.681, 1.095, -0.740)
H (0.651, 1.343, -0.879)
H (0.888, -0.102, 0.333)
H (0.835, 1.823, 1.425)
H (-2.264, -0.073, 0.896)



2.
Formula: C48H28Cl2LaN9O3
Source: the Open Molecules 2025 dataset
Level of theory: wB97M-V/def2-TZVPD

HOMO level	-0.327	eV
total energy	-3516.73247	a.u.
energy above the lowest of the compared OMol25 structures with the same formula, charge and spin	0.00	kJ/mol
orbital gap	3.46	eV
E_LUMO	3.1	eV
net charge	-2

Positions of all 91 atoms, in Å:
La (0.748, 0.536, 1.099)
C (-4.873, -0.437, 5.214)
C (-3.931, -0.716, 6.239)
C (-2.576, -0.626, 6.016)
C (-2.117, -0.279, 4.718)
C (-0.753, -0.152, 4.160)
N (0.347, -0.148, 4.884)
C (1.560, 0.342, 4.472)
C (2.651, 0.446, 5.406)
C (2.932, 0.064, 6.692)
C (4.173, 0.377, 7.290)
C (5.169, 1.008, 6.505)
C (4.941, 1.403, 5.187)
C (3.696, 1.154, 4.598)
C (3.154, 1.401, 3.326)
N (3.793, 2.185, 2.361)
C (3.119, 2.761, 1.374)
N (1.817, 2.616, 0.922)
C (1.700, 3.319, -0.275)
N (0.672, 3.321, -1.092)
C (-0.572, 2.720, -0.712)
N (-0.862, 2.159, 0.531)
C (-2.137, 1.646, 0.463)
N (-2.822, 0.981, 1.475)
C (-2.274, 0.400, 2.530)
N (-0.934, 0.160, 2.813)
C (-3.024, 0.040, 3.750)
C (-4.405, -0.072, 3.938)
C (-2.710, 1.931, -0.730)
C (-4.037, 1.819, -1.208)
C (-4.322, 2.252, -2.450)
C (-3.302, 2.753, -3.346)
C (-2.030, 2.980, -2.860)
C (-1.709, 2.627, -1.538)
C (2.929, 4.055, -0.507)
C (3.275, 4.855, -1.535)
C (4.615, 5.258, -1.563)
C (5.467, 4.951, -0.484)
C (5.030, 4.216, 0.625)
C (3.789, 3.705, 0.527)
N (1.876, 0.926, 3.280)
H (-5.966, -0.565, 5.411)
H (-4.349, -0.985, 7.203)
H (-1.841, -0.751, 6.783)
H (2.200, -0.580, 7.267)
H (4.444, -0.110, 8.247)
H (6.203, 1.119, 6.948)
H (5.739, 1.901, 4.653)
H (-5.021, 0.214, 3.122)
H (-4.804, 1.342, -0.614)
H (-5.373, 2.174, -2.846)
H (-3.563, 2.823, -4.410)
H (-1.225, 3.414, -3.432)
H (2.541, 5.116, -2.319)
H (5.043, 5.834, -2.377)
H (6.513, 5.240, -0.509)
H (5.677, 3.954, 1.467)
C (-3.280, -1.164, -3.633)
H (-2.651, -0.612, -2.987)
H (-4.315, -1.055, -3.339)
O (-3.296, -14.136, 2.976)
C (-3.850, -13.824, 2.058)
Cl (-3.032, -0.492, -5.270)
C (-2.961, -2.644, -3.515)
C (-3.972, -3.575, -3.642)
C (-3.671, -4.905, -3.430)
C (-2.387, -5.285, -3.090)
C (-1.388, -4.348, -3.009)
Cl (0.171, -5.034, -2.617)
C (-1.624, -2.978, -3.290)
N (-0.590, -2.046, -3.341)
C (0.418, -2.035, -4.262)
C (0.462, -2.826, -5.371)
C (1.618, -2.826, -6.176)
C (2.696, -2.015, -5.896)
C (2.575, -1.128, -4.829)
C (1.455, -1.053, -4.089)
C (1.291, 0.107, -3.165)
C (1.216, -0.156, -1.647)
O (2.212, 0.002, -0.923)
O (0.104, -0.552, -1.166)
H (-4.982, -3.202, -3.816)
H (-4.450, -5.681, -3.441)
H (-2.159, -6.296, -2.777)
H (-0.487, -1.437, -2.539)
H (-0.425, -3.379, -5.623)
H (1.526, -3.368, -7.112)
H (3.642, -2.131, -6.412)
H (3.412, -0.475, -4.660)
H (0.314, 0.634, -3.338)
H (2.126, 0.840, -3.315)



3.
Formula: C48H30BrF7N8O2PS2Y
Source: the Open Molecules 2025 dataset
Level of theory: wB97M-V/def2-TZVPD

HOMO level	-7.773	eV
total energy	-6884.88846	a.u.
energy above the lowest of the compared OMol25 structures with the same formula, charge and spin	0.00	kJ/mol
orbital gap	6.78	eV
E_LUMO	-1.0	eV

Positions of all 100 atoms, in Å:
Y (0.243, 0.900, 0.147)
N (4.137, 0.715, 2.532)
C (2.840, 0.392, 2.528)
N (2.434, 0.293, 1.280)
C (3.544, 0.604, 0.555)
N (4.602, 0.863, 1.283)
C (3.500, 0.669, -0.900)
C (4.646, 0.807, -1.677)
N (4.592, 0.833, -3.001)
C (3.391, 0.710, -3.557)
C (2.240, 0.585, -2.794)
N (2.291, 0.575, -1.463)
H (4.729, 0.911, 3.322)
H (2.229, 0.275, 3.409)
H (5.615, 0.901, -1.204)
H (3.335, 0.717, -4.638)
H (1.269, 0.489, -3.259)
S (-0.226, 1.412, 2.780)
C (0.812, 2.787, 2.453)
S (1.097, 3.390, 0.840)
C (1.518, 3.335, 3.506)
C (2.451, 4.400, 3.311)
N (3.228, 5.235, 3.153)
C (1.456, 2.782, 4.817)
N (1.453, 2.349, 5.886)
F (-7.093, 1.949, -1.973)
C (-5.779, 2.117, -2.010)
C (-5.155, 2.442, -3.197)
F (-5.869, 2.596, -4.305)
C (-3.783, 2.618, -3.219)
F (-3.244, 2.977, -4.382)
C (-2.998, 2.447, -2.085)
P (-1.162, 2.507, -2.147)
C (-0.757, 4.272, -2.173)
C (-1.693, 5.253, -1.866)
C (-1.295, 6.577, -1.735)
C (0.035, 6.926, -1.907)
C (0.975, 5.948, -2.207)
C (0.583, 4.626, -2.329)
C (-0.799, 1.831, -3.800)
C (-0.209, 2.548, -4.833)
C (0.111, 1.908, -6.023)
C (-0.175, 0.560, -6.194)
C (-0.781, -0.155, -5.169)
C (-1.084, 0.473, -3.969)
C (-3.659, 2.159, -0.889)
Br (-2.723, 2.059, 0.750)
C (-5.029, 1.990, -0.855)
F (-5.659, 1.712, 0.282)
H (-2.733, 4.990, -1.720)
H (-2.028, 7.333, -1.488)
H (0.345, 7.956, -1.793)
H (2.018, 6.213, -2.321)
H (1.329, 3.861, -2.523)
H (-0.004, 3.604, -4.716)
H (0.573, 2.470, -6.825)
H (0.070, 0.069, -7.127)
H (-1.008, -1.206, -5.296)
H (-1.514, -0.093, -3.148)
F (5.013, -7.246, 0.616)
C (4.817, -6.606, -0.555)
F (4.071, -7.416, -1.330)
F (6.017, -6.472, -1.145)
C (4.141, -5.278, -0.338)
C (2.783, -5.237, -0.071)
C (2.201, -3.998, 0.148)
N (2.882, -2.855, 0.113)
C (4.186, -2.915, -0.139)
C (4.866, -4.102, -0.373)
H (2.189, -6.140, -0.038)
H (1.140, -3.916, 0.359)
H (4.723, -1.972, -0.157)
H (5.927, -4.100, -0.581)
C (-1.088, -4.219, 5.685)
C (-0.133, -3.213, 5.650)
C (0.142, -2.559, 4.461)
C (-0.539, -2.882, 3.286)
C (-1.488, -3.906, 3.331)
C (-1.760, -4.565, 4.520)
C (-0.199, -2.162, 2.053)
C (-0.985, -1.897, 1.008)
C (-2.443, -2.062, 0.867)
C (-3.293, -1.602, 1.868)
C (-4.666, -1.717, 1.723)
C (-5.199, -2.290, 0.576)
C (-4.354, -2.746, -0.428)
C (-2.981, -2.627, -0.287)
H (-1.304, -4.734, 6.612)
H (0.396, -2.934, 6.552)
H (0.881, -1.766, 4.441)
H (-2.012, -4.193, 2.429)
H (-2.497, -5.357, 4.536)
H (0.832, -1.825, 1.962)
H (-2.869, -1.141, 2.752)
H (-5.322, -1.348, 2.501)
H (-6.272, -2.377, 0.461)
H (-4.768, -3.189, -1.325)
H (-2.317, -2.956, -1.077)
O (-1.141, -0.430, -0.825)
O (-0.317, -1.393, -0.112)



Question: What is the formula in the first record?
Answer: C48H135N9O21



Question: Number 1 is which compound?
Answer: C48H135N9O21



Question: Which of these has the lowest HOMO level?
Answer: C48H135N9O21